Entry 1:
DFT (ωB97M-V/def2-TZVPD) results for a cluster of 2 separate species, C4H6N2O in total in a non-equilibrium geometry.

As for the HOMO energy: -9.4 eV. The HOMO-LUMO gap comes out at 10.35 eV. Its total charge is 0.

Positions of all 13 atoms, in Å:
O1 0.070 0.416 3.298
N1 -0.325 1.193 1.101
N2 -0.541 -0.391 -0.809
C1 -0.644 -0.476 -2.029
C2 0.229 0.395 0.001
C3 0.201 0.474 2.116
C4 0.883 -0.485 1.108
H1 -1.324 -1.235 -2.418
H2 -0.132 0.142 -2.749
H3 1.134 1.261 -0.814
H4 1.954 -0.715 0.993
H5 -0.568 2.133 0.945
H6 0.319 -1.358 1.181

natural (NBO) population analysis, charges in e, atoms 1 to 5: O -0.5565; N -0.6309; N -0.4393; C 0.0055; C 0.1982


Entry 2:
DFT (ωB97M-V/def2-TZVPD) results for a cluster of 2 separate species, C4H6N2O in total.

As for the HOMO energy: -9.4 eV. As for the SMILES: c1cn[nH]c1.C=O. The HOMO-LUMO gap comes out at 10.24 eV. Its total charge is 0.

Positions of all 13 atoms, in Å:
O1 -2.316 -0.508 1.148
N1 1.900 0.716 -0.214
N2 0.616 1.063 -0.382
C1 0.844 -1.196 -0.319
C2 -0.020 -0.093 -0.466
C3 -2.677 0.530 0.653
C4 2.089 -0.625 -0.194
H1 0.582 -2.245 -0.279
H2 2.593 1.444 -0.165
H3 -1.957 1.321 0.367
H4 3.078 -1.059 -0.159
H5 -1.073 -0.083 -0.686
H6 -3.739 0.727 0.424

natural (NBO) population analysis, charges in e, atoms 1 to 5: O -0.4953; N -0.3372; N -0.2852; C -0.3451; C -0.0433


Entry 3:
DFT (ωB97M-V/def2-TZVPD) results for a structure of composition C4H6N2O.

As for the HOMO energy: -8.5 eV. The HOMO-LUMO gap comes out at 9.37 eV. Its total charge is 0.

Positions of all 13 atoms, in Å:
O1 -0.159 -2.010 1.009
N1 -0.949 -0.108 2.350
N2 0.380 1.125 -0.248
C1 -0.251 1.181 -1.569
C2 0.273 -0.160 0.210
C3 0.501 -1.419 -0.146
C4 -0.417 -0.678 1.375
H1 -0.939 2.025 -1.542
H2 0.505 1.262 -2.342
H3 -0.065 1.740 0.426
H4 -1.230 -0.777 3.057
H5 1.154 -1.985 -0.794
H6 -0.769 0.234 -1.718

natural (NBO) population analysis, charges in e, atoms 1 to 5: O -0.5256; N -0.6502; N -0.5935; C -0.4076; C 0.0176


Entry 4:
DFT (ωB97M-V/def2-TZVPD) results for the molecule C4H6N2O in a non-equilibrium geometry.

As for the HOMO energy: -8.9 eV. As for the SMILES: [H]/N=N/[C@@H]1C(C)=C1O. The HOMO-LUMO gap comes out at 9.62 eV. Its total charge is 0.

Positions of all 13 atoms, in Å:
O1 -0.053 2.387 -0.879
N1 -2.416 -0.860 0.902
N2 -1.460 -0.058 0.781
C1 0.785 0.130 -0.095
C2 0.087 1.135 -0.503
C3 1.977 -0.732 0.140
C4 -0.685 -0.129 -0.333
H1 -0.980 2.497 -1.089
H2 -1.148 -0.796 -1.140
H3 2.228 -1.189 -0.838
H4 2.817 -0.170 0.355
H5 1.639 -1.476 0.852
H6 -2.791 -0.741 1.847

natural (NBO) population analysis, charges in e, atoms 1 to 5: O -0.6273; N -0.3739; N -0.1589; C -0.0281; C 0.3413


Entry 5:
DFT (ωB97M-V/def2-TZVPD) results for a cluster of 3 separate species, C4H6N2O in total.

As for the HOMO energy: -8.1 eV. The HOMO-LUMO gap comes out at 7.17 eV. Its total charge is 0.

Positions of all 13 atoms, in Å:
O1 0.878 -1.007 -0.501
N1 -0.313 0.786 0.476
N2 -2.043 0.943 -0.982
C1 1.788 -0.795 0.376
C2 -0.165 -0.094 -0.550
C3 -1.482 1.368 0.158
C4 -1.209 -0.015 -1.447
H1 2.054 0.228 0.629
H2 -1.390 -0.579 -2.352
H3 0.871 -0.814 1.834
H4 0.314 -0.212 1.653
H5 2.470 -1.625 0.532
H6 -1.919 2.143 0.776

natural (NBO) population analysis, charges in e, atoms 1 to 5: O -0.3613; N -0.5815; N -0.4528; C 0.1672; C 0.2792


Entry 6:
DFT (ωB97M-V/def2-TZVPD) results for the molecule C4H6N2O2 in a non-equilibrium geometry.

As for the HOMO energy: -7.1 eV. As for the SMILES: Nc1c[nH]c(O)c1O. The HOMO-LUMO gap comes out at 7.87 eV. Its total charge is 0.

Positions of all 14 atoms, in Å:
O1 -2.680 0.160 -0.139
O2 -0.525 2.010 -0.035
N1 -0.896 -1.548 0.006
N2 2.106 0.376 -0.114
C1 0.847 -0.131 -0.021
C2 -0.323 0.638 0.052
C3 0.499 -1.416 0.049
C4 -1.388 -0.217 0.027
H1 -0.148 2.393 0.761
H2 -1.547 -2.323 -0.180
H3 -2.637 1.105 -0.033
H4 2.939 -0.147 0.082
H5 2.478 1.235 -0.554
H6 1.274 -2.135 0.101

natural (NBO) population analysis, charges in e, atoms 1 to 5: O -0.6648; O -0.6997; N -0.5521; N -0.8468; C 0.0700


Entry 7:
DFT (ωB97M-V/def2-TZVPD) results for the molecule C4H6N2O2 in a non-equilibrium geometry.

As for the HOMO energy: -10.0 eV. As for the SMILES: NC(=O)[C@@H]1CN1C=O. The HOMO-LUMO gap comes out at 9.94 eV. Its total charge is 0.

Positions of all 14 atoms, in Å:
O1 0.918 1.090 2.138
O2 -2.200 -1.270 -1.929
N1 2.100 0.655 0.198
N2 -0.648 0.108 -0.832
C1 0.846 0.641 1.083
C2 -0.349 0.009 0.622
C3 -2.112 -0.202 -1.100
C4 0.069 -1.072 -0.235
H1 1.217 -0.939 -0.427
H2 -0.216 -2.229 -0.241
H3 -2.850 0.656 -0.700
H4 1.707 1.184 -0.826
H5 -1.033 -0.070 1.595
H6 2.551 1.439 0.654

natural (NBO) population analysis, charges in e, atoms 1 to 5: O -0.5360; O -0.5369; N -0.8847; N -0.4162; C 0.6822


Entry 8:
DFT (ωB97M-V/def2-TZVPD) results for the molecule C4H6N2O2 in a non-equilibrium geometry.

As for the HOMO energy: -9.5 eV. As for the SMILES: CCn1oncc1=O. The HOMO-LUMO gap comes out at 9.98 eV. Its total charge is 0.

Positions of all 14 atoms, in Å:
O1 -0.933 -0.261 -1.392
O2 1.266 -1.675 0.896
N1 -1.484 -1.507 -1.267
N2 0.171 -0.217 -0.529
C1 0.819 0.987 -0.200
C2 0.308 -1.394 0.129
C3 -0.811 -2.203 -0.398
C4 -0.107 1.701 0.707
H1 0.992 1.523 -1.100
H2 -1.042 -3.235 -0.158
H3 -0.272 1.030 1.548
H4 0.393 2.580 1.163
H5 -1.028 1.978 0.235
H6 1.727 0.691 0.365

natural (NBO) population analysis, charges in e, atoms 1 to 5: O -0.1539; O -0.6381; N -0.0391; N -0.1172; C -0.2448


Entry 9:
DFT (ωB97M-V/def2-TZVPD) results for a structure of composition C4H6N2O2 in a non-equilibrium geometry.

As for the HOMO energy: -10.2 eV. The HOMO-LUMO gap comes out at 10.30 eV. Its total charge is 0.

Positions of all 14 atoms, in Å:
O1 -2.095 -1.218 0.263
O2 -0.533 1.561 2.861
N1 0.797 0.419 -0.817
N2 -0.703 0.261 0.926
C1 0.002 -0.400 -0.220
C2 -0.319 1.376 1.564
C3 -1.769 -0.490 1.196
C4 1.439 -0.392 -1.937
H1 -2.334 -0.450 2.101
H2 1.128 0.126 -2.927
H3 2.853 0.094 -1.818
H4 0.183 2.582 0.816
H5 1.514 -1.762 -1.837
H6 -0.165 -1.708 -0.173

natural (NBO) population analysis, charges in e, atoms 1 to 5: O -0.5660; O -0.5774; N -0.4393; N -0.5625; C 0.2584


Entry 10:
DFT (ωB97M-V/def2-TZVPD) results for a structure of composition C4H6N2O2 in a non-equilibrium geometry.

As for the HOMO energy: -9.9 eV. The HOMO-LUMO gap comes out at 10.14 eV. Its total charge is 0.

Positions of all 14 atoms, in Å:
O1 0.504 -2.307 0.063
O2 2.559 -0.348 -0.157
N1 -2.051 -1.050 -0.296
N2 0.352 -0.967 0.352
C1 0.640 1.353 -0.209
C2 -0.994 1.135 0.307
C3 1.394 -0.076 -0.039
C4 -0.953 -0.377 -0.117
H1 -1.966 1.721 -0.118
H2 1.399 -2.304 0.479
H3 1.258 2.520 0.249
H4 0.530 1.374 -1.578
H5 -1.816 -1.999 -0.572
H6 -0.855 1.327 1.634

natural (NBO) population analysis, charges in e, atoms 1 to 5: O -0.5218; O -0.5622; N -0.6121; N -0.2119; C -0.5294


Entry 11:
DFT (ωB97M-V/def2-TZVPD) results for the molecule C4H6N2O2 in a non-equilibrium geometry.

As for the HOMO energy: -9.8 eV. As for the SMILES: C1=N\O/C=N\OCC/1. The HOMO-LUMO gap comes out at 10.01 eV. Its total charge is 0.

Positions of all 14 atoms, in Å:
O1 1.873 0.585 0.208
O2 -0.689 -1.310 0.667
N1 -1.666 -0.779 -0.377
N2 1.628 -0.819 -0.243
C1 -1.519 0.533 -0.410
C2 0.658 1.463 -0.277
C3 0.501 -1.529 -0.081
C4 -0.770 1.389 0.599
H1 0.176 0.968 -1.386
H2 0.756 -2.416 -0.628
H3 1.028 2.598 -0.451
H4 -1.310 2.283 0.434
H5 -0.991 1.246 1.713
H6 -2.085 1.174 -1.319

natural (NBO) population analysis, charges in e, atoms 1 to 5: O -0.3989; O -0.4313; N -0.1467; N -0.1461; C 0.0856


Entry 12:
DFT (ωB97M-V/def2-TZVPD) results for the molecule C4H6N2O2 in a non-equilibrium geometry.

As for the HOMO energy: -9.0 eV. As for the SMILES: N/C=C\C(=O)/C=N/O. The HOMO-LUMO gap comes out at 8.93 eV. Its total charge is 0.

Positions of all 14 atoms, in Å:
O1 -2.920 -0.524 0.108
O2 1.413 -2.483 -0.364
N1 -1.384 -0.523 -0.207
N2 0.183 2.060 -0.456
C1 1.211 1.160 0.122
C2 1.462 -0.146 0.399
C3 -0.720 -1.529 -0.073
C4 0.764 -1.490 -0.141
H1 -2.929 0.492 0.613
H2 -1.097 -2.560 0.183
H3 -0.785 1.598 -0.988
H4 2.206 1.534 0.797
H5 0.155 2.912 -0.388
H6 2.441 -0.502 0.394

natural (NBO) population analysis, charges in e, atoms 1 to 5: O -0.5836; O -0.5136; N -0.1336; N -0.7918; C 0.0700


Entry 13:
DFT (ωB97M-V/def2-TZVPD) results for the molecule C4H6N2O2 in a non-equilibrium geometry.

As for the HOMO energy: -9.1 eV. As for the SMILES: [H]/N=C1/NOC[C@@]12CO2. The HOMO-LUMO gap comes out at 9.95 eV. Its total charge is 0.

Positions of all 14 atoms, in Å:
O1 1.550 1.061 -0.064
O2 -2.042 0.103 -0.945
N1 0.923 -2.089 -0.599
N2 -1.277 -1.056 -0.639
C1 0.207 -1.040 -0.505
C2 0.259 0.376 0.028
C3 1.035 0.713 1.322
C4 -1.133 0.984 -0.331
H1 -1.352 -1.889 -1.407
H2 1.857 -1.866 -0.298
H3 0.674 1.629 1.711
H4 1.779 0.174 1.966
H5 -0.814 2.008 -0.855
H6 -1.665 0.892 0.616

natural (NBO) population analysis, charges in e, atoms 1 to 5: O -0.4957; O -0.3407; N -0.6592; N -0.3821; C 0.3973


Entry 14:
DFT (ωB97M-V/def2-TZVPD) results for the molecule C4H6N2OS in a non-equilibrium geometry.

As for the HOMO energy (alpha / beta): -8.9 / -8.9 eV. The HOMO-LUMO gap (alpha / beta) comes out at 8.37 / 8.37 eV. Its total charge is 0.

Positions of all 14 atoms, in Å:
S1 2.897 -0.313 0.292
O1 -1.315 -1.851 -0.645
N1 2.024 1.357 -0.500
N2 0.863 1.467 -0.571
C1 -2.223 0.196 0.247
C2 -1.067 -0.811 -0.063
C3 0.279 -0.395 0.482
C4 1.377 -1.078 0.101
H1 -2.118 1.038 -0.360
H2 -2.228 0.605 1.287
H3 0.468 0.320 1.341
H4 2.808 1.539 -1.081
H5 1.468 -1.933 -0.596
H6 -3.235 -0.142 0.068

natural (NBO) population analysis, charges in e, atoms 1 to 5: S 0.0854; O -0.5296; N -0.2560; N -0.0041; C -0.7171


Entry 15:
DFT (ωB97M-V/def2-TZVPD) results for the molecule C4H6N2OS in a non-equilibrium geometry.

As for the HOMO energy: -9.1 eV. As for the SMILES: O=CC(=S)NN1CC1. The HOMO-LUMO gap comes out at 8.51 eV. Its total charge is 0.

Positions of all 14 atoms, in Å:
S1 3.047 -1.007 0.151
O1 1.301 2.176 0.111
N1 -0.753 0.035 -0.561
N2 0.466 -0.674 -0.345
C1 1.749 -0.150 -0.229
C2 2.051 1.325 -0.414
C3 -1.464 0.346 0.646
C4 -2.017 -0.779 -0.236
H1 0.234 -1.605 0.371
H2 -2.704 -0.904 -1.118
H3 -1.987 1.376 0.789
H4 -0.880 -0.039 1.719
H5 2.858 1.711 -0.963
H6 -1.902 -1.812 0.080

natural (NBO) population analysis, charges in e, atoms 1 to 5: S -0.0114; O -0.5045; N -0.2369; N -0.4282; C -0.0400


Entry 16:
DFT (ωB97M-V/def2-TZVPD) results for the molecule C4H6N2OS in a non-equilibrium geometry.

As for the HOMO energy: -8.0 eV. As for the SMILES: Cn1[nH]c(O)cc1=S. The HOMO-LUMO gap comes out at 8.17 eV. Its total charge is 0.

Positions of all 14 atoms, in Å:
S1 2.290 -1.512 -0.035
O1 -2.737 -1.053 0.137
N1 0.470 0.423 -0.335
N2 -0.939 0.558 -0.149
C1 -1.446 -0.754 -0.065
C2 1.392 1.553 0.208
C3 -0.411 -1.632 0.004
C4 0.817 -0.780 -0.182
H1 1.640 1.394 1.454
H2 -3.152 -0.184 0.249
H3 2.447 1.239 -0.308
H4 -0.169 -2.787 0.226
H5 -1.252 0.819 -1.261
H6 1.050 2.717 0.058

natural (NBO) population analysis, charges in e, atoms 1 to 5: S -0.2321; O -0.6208; N -0.2642; N -0.4289; C 0.4348


Entry 17:
DFT (ωB97M-V/def2-TZVPD) results for a cluster of 2 separate species, C4H6N2OS in total in a non-equilibrium geometry.

As for the HOMO energy: -9.0 eV. The HOMO-LUMO gap comes out at 9.77 eV. Its total charge is 0.

Positions of all 14 atoms, in Å:
S1 2.219 -1.290 -3.197
O1 -0.734 -0.098 2.220
N1 -1.457 -0.160 0.825
N2 -0.387 -1.349 -2.387
C1 0.470 0.473 1.898
C2 -0.872 0.369 -0.142
C3 0.302 1.111 0.507
C4 0.713 -1.239 -2.853
H1 -2.215 -0.810 0.897
H2 -1.301 -1.130 -2.636
H3 1.263 -0.361 1.730
H4 1.125 0.968 -0.161
H5 0.794 1.227 2.694
H6 0.079 2.289 0.605

natural (NBO) population analysis, charges in e, atoms 1 to 5: S 0.0031; O -0.4393; N -0.3213; N -0.6475; C -0.1037


Entry 18:
DFT (ωB97M-V/def2-TZVPD) results for the molecule C4H6N2S in a non-equilibrium geometry.

As for the HOMO energy: -8.1 eV. As for the SMILES: S=C1N[C@H]2C[C@H]2N1. The HOMO-LUMO gap comes out at 8.91 eV. Its total charge is 0.

Positions of all 13 atoms, in Å:
S1 3.130 -0.066 0.075
N1 0.743 -1.025 -0.277
N2 0.691 1.197 -0.133
C1 -0.615 -0.779 -0.429
C2 1.488 0.077 -0.014
C3 -0.608 0.774 -0.346
C4 -1.230 -0.119 0.704
H1 1.106 2.151 -0.030
H2 -1.294 -1.309 -1.136
H3 -2.364 -0.227 0.723
H4 1.093 -1.881 0.071
H5 -0.944 -0.203 1.810
H6 -1.197 1.411 -1.019

natural (NBO) population analysis, charges in e, atoms 1 to 5: S -0.2458; N -0.5936; N -0.6087; C -0.0702; C 0.2656


Entry 19:
DFT (ωB97M-V/def2-TZVPD) results for the molecule C4H6N2S in a non-equilibrium geometry.

As for the HOMO energy: -8.3 eV. As for the SMILES: C=CN(C=S)N=C. The HOMO-LUMO gap comes out at 8.00 eV. Its total charge is 0.

Positions of all 13 atoms, in Å:
S1 -2.973 -0.183 0.022
N1 -0.141 0.826 -0.721
N2 -0.369 -0.486 -0.088
C1 -0.656 1.722 0.075
C2 0.875 -1.059 0.058
C3 -1.584 -1.051 -0.265
C4 2.027 -0.165 0.019
H1 -1.646 -2.228 -0.623
H2 -0.619 2.887 -0.031
H3 1.048 -2.101 0.211
H4 1.976 0.858 -0.241
H5 -0.980 1.633 1.118
H6 3.042 -0.653 0.466

natural (NBO) population analysis, charges in e, atoms 1 to 5: S -0.0775; N -0.2463; N -0.3430; C -0.0412; C -0.0224


Entry 20:
DFT (ωB97M-V/def2-TZVPD) results for the molecule C4H6N2S in a non-equilibrium geometry.

As for the HOMO energy: -7.9 eV. As for the SMILES: [H]/N=C1\CSC=CN1. The HOMO-LUMO gap comes out at 8.67 eV. Its total charge is 0.

Positions of all 13 atoms, in Å:
S1 1.845 -0.973 -0.391
N1 -2.217 -0.600 -0.275
N2 -0.619 1.066 -0.402
C1 0.617 1.633 -0.044
C2 0.108 -1.404 0.166
C3 1.722 0.811 -0.028
C4 -0.967 -0.309 -0.312
H1 0.226 -1.324 1.254
H2 -0.117 -2.436 0.083
H3 2.764 1.056 -0.032
H4 -1.678 1.470 -0.085
H5 0.745 2.618 0.184
H6 -2.428 -1.607 -0.119

natural (NBO) population analysis, charges in e, atoms 1 to 5: S 0.2007; N -0.7085; N -0.6285; C -0.0353; C -0.5838